1.
The following is a quantum chemistry calculation of an isolated molecule of C20H22BrNO4, from the OMol25 dataset.

Atoms and positions in Å:
C1 1.95232 -2.04154 3.75997
C2 2.30081 -0.63850 3.28557
O1 1.57600 -0.29718 2.10091
C3 0.33550 0.14049 2.25740
O2 -0.21996 0.29152 3.31253
C4 -0.31356 0.45638 0.91618
C5 0.28188 1.75899 0.40033
O3 1.43393 1.90865 0.09529
O4 -0.65378 2.70217 0.35955
C6 -0.27228 4.00882 -0.08459
C7 -0.53223 4.17664 -1.57335
C8 -0.06124 -0.68957 -0.10270
N1 -0.92782 -0.56501 -1.24773
C9 -0.71212 0.29490 -2.29988
C10 0.56385 0.68043 -2.72191
C11 0.72072 1.48666 -3.83199
C12 -0.37146 1.93585 -4.55676
C13 -1.63089 1.55004 -4.13507
Br1 -3.16510 2.16382 -5.09232
C14 -1.81646 0.74547 -3.03079
C15 -0.27725 -2.03928 0.54205
C16 0.69130 -3.02630 0.41997
C17 0.51033 -4.26674 1.00630
C18 -0.64366 -4.53400 1.72240
C19 -1.61777 -3.55796 1.84214
C20 -1.43773 -2.31880 1.25326
H1 2.55453 -2.29122 4.62854
H2 2.14210 -2.76504 2.97111
H3 0.90097 -2.09138 4.03245
H4 3.35195 -0.56460 3.00147
H5 2.07085 0.09436 4.06550
H6 -1.38175 0.61367 1.08384
H7 0.78782 4.16101 0.14027
H8 -0.88220 4.69953 0.50166
H9 -0.30101 5.19562 -1.86938
H10 -1.57545 3.97052 -1.79959
H11 0.09177 3.49225 -2.14290
H12 0.97916 -0.61598 -0.42780
H13 -1.90353 -0.71883 -1.03155
H14 1.43942 0.35907 -2.18285
H15 1.71439 1.77432 -4.14065
H16 -0.24782 2.56837 -5.42072
H17 -2.81372 0.46102 -2.72812
H18 1.59578 -2.81777 -0.13233
H19 1.27321 -5.02487 0.90671
H20 -0.78359 -5.49903 2.18583
H21 -2.52076 -3.75978 2.39867
H22 -2.20546 -1.56725 1.36306

Atomic forces in eV per Å
C -0.039 0.319 -0.246
C 0.126 -0.174 0.557
O 0.189 -0.060 -0.318
C -0.414 0.259 -0.057
O -0.017 -0.021 0.165
C 0.332 -0.104 -0.006
C -0.059 -0.105 0.015
O 0.095 0.023 -0.066
O -0.372 -0.023 0.083
C 0.290 0.470 -0.267
C 0.032 -0.243 0.374
C 0.047 0.172 0.252
N -0.353 -0.298 0.114
C 0.084 0.280 -0.492
C 0.021 -0.084 0.138
C -0.126 -0.016 -0.042
C -0.043 0.076 -0.119
C -0.135 0.077 -0.095
Br 0.206 -0.088 0.135
C -0.016 0.052 -0.012
C 0.099 -0.080 -0.085
C -0.074 -0.002 0.005
C 0.060 -0.036 -0.057
C -0.028 -0.051 0.042
C -0.088 -0.066 0.042
C 0.095 0.050 -0.054
H 0.072 -0.053 0.112
H 0.038 -0.085 -0.018
H -0.069 -0.040 0.048
H -0.129 0.047 0.026
H 0.104 -0.061 -0.158
H 0.183 -0.132 0.040
H -0.200 0.020 0.040
H 0.099 -0.111 -0.019
H 0.027 0.133 -0.055
H -0.096 0.001 -0.071
H 0.015 -0.019 -0.063
H -0.132 -0.052 0.073
H 0.101 -0.012 -0.046
H 0.084 -0.031 0.077
H 0.101 0.018 -0.015
H -0.006 0.047 -0.070
H -0.095 -0.009 0.022
H 0.110 0.044 -0.058
H 0.066 -0.062 -0.009
H -0.014 -0.081 0.040
H -0.076 -0.018 0.050
H -0.097 0.130 0.052

The calculation puts the frontier orbital gap at 0.32645 Ha. The relative energy (zero: lowest compared OMol25 entry of this formula, charge and spin) is 0.96 kcal per mole. The calculation puts the maximum force at 0.614 eV/A.


2.
The following is a quantum chemistry calculation of a structure of composition C20H22Cl5Ru, from the OMol25 dataset.

Atoms and positions in Å:
Ru1 -0.27762 0.10868 -0.49758
C1 -3.10551 3.63273 0.92151
C2 -2.28418 2.90972 -0.10390
C3 -2.79854 1.78127 -0.73867
C4 -2.08666 1.10922 -1.73597
C5 -2.76938 0.03221 -2.54130
C6 -0.79598 1.57758 -2.08726
C7 -0.23481 2.67012 -1.37980
C8 1.12535 3.17833 -1.77607
C9 -0.99435 3.33254 -0.42689
H1 -3.21553 3.02252 1.82107
H2 -4.10443 3.83343 0.53328
H3 -2.64214 4.57672 1.20316
H4 -3.79584 1.43835 -0.48498
H5 -2.92952 -0.85793 -1.93088
H6 -2.17870 -0.24461 -3.41108
H7 -3.74614 0.38409 -2.87707
H8 -0.34171 1.26722 -3.02111
H9 1.85059 2.36572 -1.81724
H10 1.48581 3.92862 -1.07416
H11 1.07972 3.63362 -2.76750
H12 -0.57724 4.20251 0.06744
Cl1 -0.49613 -2.71323 -2.80268
C10 0.95567 -2.52376 -1.87711
C11 1.12812 -1.32802 -1.19514
C12 2.28816 -1.21820 -0.43328
Cl2 2.42936 0.27004 0.46313
C13 3.24541 -2.21075 -0.33532
Cl3 4.63930 -2.01675 0.65555
C14 3.04377 -3.39202 -1.05364
Cl4 4.21647 -4.64843 -0.98015
C15 1.89613 -3.54899 -1.83136
Cl5 1.65364 -5.00263 -2.71914
C16 -2.71159 -0.38430 2.48925
C17 -1.16928 -0.43899 2.46451
C18 -0.68073 -1.27181 3.65811
C19 -0.62367 0.99232 2.60665
C20 -0.73069 -1.05879 1.16973
H13 -3.06171 0.20657 3.33912
H14 -3.12438 -1.39155 2.56909
H15 -3.08950 0.06143 1.56717
H16 -1.09866 -0.88032 4.58888
H17 0.40826 -1.24161 3.72692
H18 -0.98790 -2.31379 3.55351
H19 -0.99922 1.46025 3.52088
H20 -0.93206 1.60863 1.75995
H21 0.46445 0.98104 2.65323
H22 -0.50482 -2.12698 1.20986

Atomic forces in eV per Å
Ru -0.156 -2.708 3.132
C 0.036 -0.003 -0.018
C 0.161 -0.186 -0.034
C 0.140 -0.040 0.171
C 0.033 0.216 -0.677
C -0.017 0.046 0.104
C -0.541 1.025 -0.735
C 0.050 -0.042 -0.648
C -0.020 -0.005 0.001
C -0.001 0.051 0.133
H 0.000 0.002 0.003
H -0.017 0.013 0.041
H -0.019 0.003 0.017
H -0.001 -0.010 -0.022
H 0.026 -0.038 -0.056
H 0.029 -0.052 0.031
H 0.006 0.016 -0.014
H 0.081 -0.225 0.096
H 0.016 0.014 0.001
H 0.009 -0.011 0.005
H 0.012 0.006 0.001
H 0.000 -0.025 0.024
Cl -0.110 -0.131 -0.065
C 0.006 0.406 -0.067
C -0.989 0.573 1.344
C -0.128 -0.055 -0.424
Cl 0.317 0.169 0.172
C 0.057 -0.066 -0.078
Cl 0.004 0.042 0.011
C -0.001 0.000 -0.018
Cl 0.033 -0.033 0.002
C 0.115 0.056 0.000
Cl -0.018 -0.033 -0.009
C 0.082 -0.143 -0.158
C -0.149 0.078 0.265
C -0.031 0.028 -0.088
C -0.101 -0.146 -0.045
C 1.431 1.233 -2.537
H 0.026 -0.041 0.040
H -0.060 0.019 -0.010
H -0.021 0.053 0.045
H 0.052 -0.006 0.023
H 0.001 -0.023 0.019
H -0.021 0.005 0.027
H -0.022 -0.032 -0.004
H 0.034 0.071 0.014
H 0.048 0.041 -0.057
H -0.382 -0.111 0.040

Its spin multiplicity is 2. The calculation puts the frontier orbital gap (alpha / beta) at 0.26797 / 0.25327 Ha. The relative energy (zero: lowest compared OMol25 entry of this formula, charge and spin) is 73.34 kcal per mole. The calculation puts the maximum force at 4.143 eV/A.


3.
The following is a quantum chemistry calculation of an isolated molecule of C20H22ClFN4O2, from the OMol25 dataset.

Atoms and positions in Å:
O1 -1.09499 -2.43498 -1.40487
C1 -1.14320 -2.42471 -0.18814
C2 -2.23192 -1.71158 0.58767
C3 -2.67028 -0.41659 -0.10611
C4 -4.16117 -0.17493 0.12019
O2 -4.92673 -1.04093 0.49009
N1 -4.58382 1.06031 -0.22331
C5 -3.65161 2.13852 -0.43925
C6 -2.50035 1.93086 0.55191
N2 -1.80442 0.68709 0.30398
C7 -0.65002 0.82809 -0.57020
C8 0.43281 1.63924 0.08533
C9 0.89009 2.82793 -0.47207
F1 0.32948 3.26360 -1.62200
C10 1.89407 3.59355 0.09053
C11 2.47489 3.16481 1.27009
C12 2.05070 1.99078 1.86520
C13 1.04360 1.24452 1.27382
Cl1 0.55881 -0.21078 2.02869
N3 -0.24496 -3.07614 0.57938
C14 0.83709 -3.86412 0.03753
C15 2.21543 -3.28327 0.35804
C16 2.52836 -1.93514 -0.23588
C17 1.99995 -1.47827 -1.43935
C18 2.41076 -0.24567 -1.92104
C19 3.33661 0.48870 -1.19841
C20 3.79601 -0.04876 -0.00680
N4 3.40423 -1.21830 0.46164
H1 -1.91585 -1.48923 1.60552
H2 -3.10362 -2.37205 0.62716
H3 -2.59000 -0.58516 -1.19583
H4 -5.56542 1.25697 -0.10080
H5 -3.26595 2.11565 -1.46656
H6 -4.14822 3.09553 -0.27604
H7 -2.92042 1.89160 1.56419
H8 -1.79021 2.75723 0.50592
H9 -0.25856 -0.17248 -0.76556
H10 -0.91169 1.28306 -1.53838
H11 2.20296 4.50426 -0.39699
H12 3.26067 3.74596 1.72599
H13 2.49923 1.64321 2.78201
H14 -0.29100 -2.98466 1.58143
H15 0.67330 -3.92410 -1.03981
H16 0.78063 -4.87718 0.45206
H17 2.34368 -3.20093 1.43949
H18 2.97127 -3.98696 -0.00346
H19 1.27431 -2.05699 -1.98750
H20 2.01338 0.13375 -2.85148
H21 3.68735 1.44838 -1.54435
H22 4.51473 0.48032 0.60633

Atomic forces in eV per Å
O -0.088 0.026 -0.414
C -0.155 0.049 0.489
C -0.289 0.097 -0.425
C 0.223 -0.571 0.235
C -0.037 0.060 -0.066
O -0.110 -0.297 0.093
N -0.388 0.239 -0.038
C 0.524 0.087 0.095
C -0.291 0.247 -0.060
N -0.067 0.244 -0.126
C -0.013 -0.037 -0.038
C -0.014 0.154 -0.124
C 0.101 -0.126 0.254
F 0.009 -0.019 0.027
C -0.101 0.013 -0.167
C -0.084 -0.057 -0.058
C -0.049 -0.049 0.063
C 0.129 0.538 -0.205
Cl 0.046 -0.399 0.423
N 0.192 -0.209 0.211
C 0.285 -0.115 -0.094
C -0.285 -0.127 -0.120
C -0.105 -0.037 -0.102
C 0.056 0.008 0.033
C 0.141 0.002 0.074
C -0.020 -0.069 -0.086
C 0.140 0.264 -0.188
N 0.144 -0.246 0.357
H -0.058 -0.001 0.006
H 0.119 -0.049 0.004
H -0.036 0.019 0.113
H 0.073 -0.127 0.009
H -0.025 0.139 0.053
H -0.004 -0.064 -0.026
H -0.017 0.189 -0.071
H -0.006 -0.015 0.044
H -0.016 0.118 -0.094
H 0.058 -0.130 0.042
H 0.015 0.099 -0.065
H 0.080 0.063 0.050
H 0.028 -0.063 0.082
H -0.135 0.067 -0.106
H -0.002 -0.085 0.126
H 0.015 0.075 -0.140
H 0.066 -0.018 -0.025
H 0.022 -0.048 0.088
H -0.111 -0.086 -0.019
H -0.045 0.031 -0.085
H 0.029 0.098 -0.004
H 0.058 0.118 -0.022

The calculation puts the frontier orbital gap at 0.34136 Ha. The relative energy (zero: lowest compared OMol25 entry of this formula, charge and spin) is 0.00 kcal per mole. The calculation puts the maximum force at 0.656 eV/A.


4.
The following is a quantum chemistry calculation of the ion C20H22ClN2O4 with charge +1, from the OMol25 dataset.

Atoms and positions in Å:
O1 -2.35800 1.32293 2.19690
C1 -1.57566 0.43969 2.44430
C2 -1.87436 -1.02082 2.12266
O2 -0.88629 -1.41380 1.17636
C3 -0.97745 -2.68316 0.62636
C4 -1.98055 -3.59422 0.92021
C5 -1.97715 -4.84044 0.31684
C6 -0.97476 -5.18140 -0.57746
Cl1 -0.97498 -6.73291 -1.32553
C7 0.03311 -4.27260 -0.87087
C8 0.03074 -3.03112 -0.26848
N1 -0.33518 0.71059 2.96053
C9 0.73771 -0.22993 3.17433
C10 1.80088 -0.05011 2.06155
N2 1.17344 0.68174 0.94253
C11 1.95338 0.65700 -0.32537
C12 1.13949 1.24378 -1.44836
C13 -0.00519 0.58611 -1.87828
C14 -0.80268 1.09590 -2.89960
C15 -0.40708 2.28125 -3.47262
C16 0.74884 2.95037 -3.04267
C17 1.53209 2.45644 -2.02965
O3 0.90700 4.08553 -3.76432
C18 -0.16944 4.12166 -4.68525
O4 -0.98601 2.98523 -4.47077
C19 0.85492 2.07044 1.36327
C20 0.17467 2.04775 2.75054
H1 -2.87649 -1.05947 1.68424
H2 -1.84574 -1.65131 3.01931
H3 -2.77206 -3.35457 1.61101
H4 -2.75873 -5.54660 0.54507
H5 0.81317 -4.53690 -1.56593
H6 0.81460 -2.32448 -0.49542
H7 1.18665 -0.02867 4.15228
H8 0.36061 -1.24892 3.18483
H9 2.15086 -1.02116 1.71005
H10 2.65905 0.52466 2.41417
H11 0.28309 0.18311 0.75018
H12 2.20645 -0.38402 -0.54146
H13 2.87871 1.21733 -0.18055
H14 -0.29213 -0.35390 -1.43070
H15 -1.68714 0.58266 -3.23395
H16 2.42036 2.97826 -1.71595
H17 0.22224 4.10759 -5.71301
H18 -0.75926 5.03634 -4.52846
H19 0.19447 2.50689 0.61278
H20 1.78203 2.64517 1.39146
H21 0.87605 2.29129 3.54976
H22 -0.65829 2.75080 2.78316

Atomic forces in eV per Å
O -0.301 0.102 -0.177
C -0.005 -0.422 0.018
C -0.358 0.045 0.061
O 0.020 -0.095 -0.130
C 0.156 -0.174 -0.132
C 0.038 0.368 0.138
C 0.185 -0.141 -0.198
C -0.078 0.188 0.145
Cl -0.002 -0.112 -0.054
C -0.090 -0.074 0.029
C -0.169 0.120 0.169
N 0.094 0.177 0.240
C 0.063 -0.253 0.172
C 0.207 -0.442 0.504
N -0.190 -0.191 -0.083
C 0.157 -0.002 -0.738
C -0.043 -0.092 0.035
C 0.232 0.068 0.091
C -0.088 0.318 -0.265
C 0.569 0.070 0.412
C -0.469 -0.414 -0.023
C -0.098 0.117 -0.224
O 0.299 -0.122 0.339
C -0.202 0.942 -0.914
O -0.217 -0.384 0.129
C -0.352 0.732 0.268
C -0.154 0.204 -0.007
H 0.159 0.036 0.088
H 0.034 -0.010 -0.079
H -0.090 0.034 0.077
H -0.071 -0.090 0.009
H 0.077 -0.054 -0.078
H 0.100 0.098 -0.026
H 0.003 -0.058 -0.135
H 0.053 0.077 -0.006
H -0.007 0.118 -0.097
H -0.046 0.021 -0.144
H 0.262 0.153 0.004
H -0.018 0.045 0.198
H -0.068 -0.082 0.139
H -0.029 -0.180 0.076
H -0.143 -0.085 -0.055
H 0.168 0.096 0.072
H -0.054 -0.086 0.275
H 0.128 -0.258 0.054
H 0.107 -0.130 0.017
H 0.022 -0.123 -0.116
H -0.007 -0.017 -0.046
H 0.212 -0.037 -0.028

The calculation puts the frontier orbital gap at 0.32502 Ha. As for the charge: +1. The calculation puts the maximum force at 1.327 eV/A.